Here is C59H70CrGe2N6O2S5 as an isolated structure from the OMol25 dataset. Energies are from ωB97M-V/def2-TZVPD.

```
145
Properties=species:S:1:pos:R:3:forces:R:3
H 1.539250 1.459069 2.382400 0.0 0.0 -0.1
H -3.850029 -2.643119 -1.642730 0.0 -0.1 0.0
H -1.000214 -1.420285 -5.929879 0.0 -0.1 0.0
H -0.378633 -4.519109 4.393621 0.0 0.0 0.0
H 4.968457 -4.052957 -1.884138 0.0 0.0 0.0
C -4.463066 1.142059 -2.348231 0.1 0.1 0.4
C 1.462749 0.530094 2.926898 0.1 -0.1 0.4
H 0.175803 2.800768 4.128153 0.0 0.0 0.0
H 6.726635 0.413059 2.246623 0.1 0.0 0.0
H -1.190157 2.602348 -0.855385 -0.1 0.0 0.0
H -3.320914 6.750610 2.667481 0.0 0.0 0.0
C -1.883207 2.295040 4.414974 0.2 0.0 -0.1
Cr -0.312539 -0.326946 0.036955 0.0 1.0 1.0
H -5.038229 -1.956820 0.072352 0.0 0.0 0.1
H -3.204817 -2.510686 -4.296586 -0.1 0.0 0.0
H -3.344096 0.373726 3.272480 0.1 -0.1 0.0
H 6.727724 -1.034532 0.024697 0.0 0.0 -0.1
H 5.605653 3.429252 -4.527777 0.0 0.0 0.0
H 6.028107 3.703305 -2.098693 0.0 0.0 0.0
C 2.955513 2.305818 -1.924853 -0.1 -0.1 0.2
C -3.242855 3.364753 2.621793 -0.1 -0.1 0.0
C 1.719822 -2.157470 5.625345 0.0 -0.1 0.0
H 4.863846 -5.407523 0.181812 0.0 0.1 0.0
H 2.585683 -1.683417 1.018337 -0.1 0.0 0.0
C -4.539015 3.122528 2.191238 0.1 0.0 0.1
H 2.340629 4.836916 -1.796016 0.0 0.0 0.0
C -1.510228 4.604892 -1.586420 0.0 0.0 0.0
H -2.586336 4.550054 -1.482641 0.0 0.0 0.0
H -3.446012 1.068881 -4.241021 0.1 0.1 0.0
H 2.442068 -2.761004 -5.655801 -0.1 0.1 0.0
H -0.581778 -2.853590 2.547534 0.0 0.0 0.0
H -6.798589 -1.762675 0.163291 0.0 0.0 0.0
C -0.590903 2.548855 4.846637 -0.1 0.0 0.0
H -0.760973 -4.167668 -3.760439 0.0 -0.1 -0.1
C 4.052286 -4.091466 -1.307542 0.1 -0.1 -0.1
C 1.588860 -1.231708 4.597134 -0.1 0.1 -0.2
C -2.585995 2.034396 6.706741 0.0 -0.1 0.0
H -5.262083 0.479123 -2.668890 0.0 0.0 -0.1
H -3.375098 1.869983 7.428544 0.0 -0.1 0.0
C -5.891393 -1.414096 -0.333551 -0.1 0.1 -0.3
S 1.589736 2.153315 -0.772768 0.1 0.4 -0.7
S 2.285416 0.350194 4.443665 0.0 -0.1 -0.1
H 0.727886 2.685614 6.522703 0.0 0.0 0.0
H -0.539126 0.075420 -5.126587 0.0 0.0 0.0
C 2.934113 -3.386031 -1.734300 -0.1 0.0 0.0
C -4.962897 5.488593 2.105884 0.0 0.0 0.0
H -1.847207 -3.673357 0.355054 -0.1 -0.1 0.0
H 4.618269 -1.456090 3.078152 0.0 0.0 0.0
H 5.183980 -1.580468 -0.624912 0.1 0.0 0.0
S -2.434484 -0.704354 -2.987428 -0.4 0.2 -0.1
C -3.663231 5.733101 2.530731 0.0 0.0 0.0
O -1.982613 -0.871769 1.317354 0.1 -0.1 -0.2
H 6.109033 -1.957697 2.272225 0.0 -0.1 0.0
H -4.792177 2.179817 -2.425303 0.0 0.0 -0.2
H 3.189141 -1.268629 -0.444810 0.0 -0.2 0.1
S -4.145712 0.791390 -0.587662 -0.2 0.0 -0.2
C 0.477529 5.850389 -2.120203 0.0 0.0 0.1
C 1.653137 -3.282465 -5.110761 -0.2 0.0 0.6
H -4.873768 2.103659 2.052974 0.0 0.0 0.0
H -6.410641 3.990995 1.609890 0.0 0.0 0.0
H 0.789241 -4.230228 0.730881 0.1 -0.1 0.1
C 5.022736 -0.427288 1.213439 0.2 0.0 -0.1
C -0.159282 -0.875739 -5.492899 0.3 0.0 0.6
C 1.740204 -3.426429 -1.017314 0.0 0.3 0.1
C 5.747056 0.732958 1.892907 -0.1 -0.1 0.0
C -3.728914 -1.815285 -3.639888 0.3 0.0 0.3
C -5.396617 4.184121 1.936006 -0.1 0.0 0.0
N 3.619962 0.003579 1.058008 0.1 -0.1 0.2
C -1.337012 -4.466698 -2.884673 0.1 0.2 0.0
H -3.346529 -5.622509 0.186533 0.0 0.0 0.0
C -0.289411 2.501912 6.202018 0.0 0.0 0.0
H -3.601155 -6.808253 -1.971920 0.0 0.0 0.0
C 4.883010 3.046224 -3.819259 0.0 0.0 -0.1
S -6.088478 -1.901605 -2.083011 0.1 -0.1 0.1
N 0.716574 0.902519 -1.249029 -0.1 -0.1 -0.1
C 1.263063 4.769210 -1.746726 0.0 0.0 0.0
C -2.268166 2.236374 2.941859 -0.1 0.2 0.0
H 0.583147 -0.706675 -6.273284 0.1 -0.1 0.0
H 0.952054 6.763574 -2.452737 0.0 0.0 0.0
C -3.213495 0.933826 -3.183905 0.1 -0.3 0.1
N 0.737423 -0.462275 2.548394 -0.1 0.0 -0.3
C 2.823879 -4.884717 0.594287 0.0 0.0 0.0
H 2.998204 -2.794419 -2.643847 0.1 0.0 0.0
H 1.775761 1.913690 -3.673244 0.0 0.1 0.0
H 5.168960 1.082737 2.748599 0.0 0.0 0.0
H 0.995122 -3.759255 -5.840432 0.0 0.1 0.0
H 2.104841 -4.052367 -4.487072 0.0 0.0 0.0
O -0.315848 3.254050 1.796202 -0.1 -0.1 0.2
H -1.032918 2.161608 8.183089 0.0 0.1 0.0
H 2.775806 -5.453271 1.514410 0.0 0.0 0.0
C -1.088061 2.323058 1.927245 0.1 0.0 -0.1
H 2.354207 -1.951458 6.476826 0.0 0.0 0.0
C -1.276898 2.221396 7.130822 0.1 0.1 0.0
Ge 0.570593 -2.006577 -4.011778 0.0 0.0 -0.3
H -1.792307 4.865351 3.115380 0.0 0.0 0.0
H -3.909839 1.924518 5.027773 0.0 0.0 0.0
H 2.503751 -0.242360 -2.514677 0.0 0.0 0.0
H -5.804807 0.262480 0.986977 -0.1 0.1 0.0
H 5.663908 0.123955 -0.794892 0.0 0.0 0.0
C 2.802600 1.767042 -3.313813 -0.1 -0.1 0.0
N -2.775004 0.898038 2.629300 -0.1 0.1 0.0
C -5.746564 0.082659 -0.089142 0.4 0.0 -0.1
C -2.787504 -5.297622 -0.681890 0.0 -0.1 0.0
H 4.231678 3.196851 -0.476325 0.0 0.0 0.0
H 1.086843 -4.070617 6.319047 0.0 0.0 0.0
H -2.432477 1.641246 -2.894863 0.0 0.0 -0.1
H -5.635383 6.314068 1.912488 0.0 0.0 0.0
C 1.008729 -3.338412 5.526723 0.1 0.0 0.1
C -1.167805 -3.789602 -1.678611 0.0 0.3 0.2
H 3.595625 0.874463 0.544922 0.0 0.1 0.0
C -0.905039 5.766489 -2.044644 0.0 0.0 0.0
C -1.983147 0.315860 1.707540 -0.3 0.1 0.3
C -1.925734 -4.214693 -0.584891 0.1 0.1 0.0
C -2.885251 2.064903 5.355968 0.0 0.0 0.0
C 0.643828 3.604767 -1.321436 0.1 -0.1 0.1
C 5.113987 3.237155 -2.436832 0.1 0.0 -0.1
C 3.999955 -4.842652 -0.142686 0.0 0.0 0.0
C 5.072115 -1.664539 2.108631 -0.1 0.1 0.0
C 1.708705 -4.189642 0.152403 -0.1 0.1 -0.1
H -1.512840 6.612815 -2.335409 0.0 0.0 0.0
C -2.219860 -5.529800 -3.001311 0.0 -0.1 -0.1
N -1.087124 1.186456 1.188003 -0.1 0.3 0.0
C -0.737251 3.512627 -1.226843 0.1 0.0 0.0
H -4.655333 -3.609789 -2.880531 0.1 0.0 0.0
C 0.181496 -3.593972 4.429242 0.0 0.0 -0.1
C 5.688223 -0.745351 -0.132332 -0.1 0.0 0.1
C -2.806934 4.677136 2.791928 0.0 0.0 0.0
H 0.333686 1.048717 -2.180162 0.0 0.0 0.0
C 0.066333 -2.683226 3.398588 0.0 0.0 -0.1
H 5.891307 1.570365 1.205461 0.0 0.0 0.0
C 4.107193 2.907201 -1.515273 -0.2 0.0 0.3
H 4.547879 -2.506633 1.652127 0.1 0.0 0.0
C -4.458568 -2.592790 -2.542219 -0.4 0.1 0.0
Ge 0.108631 -2.298128 -1.287582 0.5 -1.8 -1.7
N 2.750250 -0.899046 0.396363 0.1 0.2 -0.1
C -2.933776 -5.960627 -1.891459 0.0 0.0 0.0
H -4.418072 -1.220517 -4.239209 0.0 0.0 -0.1
C 3.077326 0.234308 -3.310292 -0.1 0.0 0.0
C 0.777363 -1.486696 3.478000 0.2 -0.1 0.4
H -6.534828 0.652295 -0.581226 -0.1 0.0 0.1
H 3.579018 2.300344 -5.318320 0.0 0.0 0.0
H 2.791406 -0.198719 -4.276061 0.1 0.0 -0.1
H 4.138809 0.051119 -3.142794 0.0 -0.1 0.0
H -2.342491 -6.033828 -3.951786 0.0 0.0 0.0
C 3.765923 2.418159 -4.258205 0.0 0.1 0.0
```
Positions in Å, forces in eV/Å.

Output
Charge: +1
LUMO energy (alpha / beta): -0.1172 / -0.1289 Eh
E_tot: -9958.28186 Ha
Multiplicity: 6
Relative energy (zero: lowest compared OMol25 entry of this formula, charge and spin): 83.7 kcal/mol

Here are the Mulliken charges for atoms 1 to 2, given in e:
1 H -0.06
2 H -0.86